Density functional theory data (ωB97M-V with the def2-TZVPD basis set) for a 3-piece molecular cluster, C44H73F5IN4O8 overall.

Properties
**HOMO-LUMO gap**: 0.23582 Ha
**Max |F|**: 5.50 eV Å⁻¹
**Spin multiplicity**: 1
**Net charge**: +1

Geometry (Å):
C: -0.60 -3.71 2.77
C: 0.70 -2.87 3.32
O: 1.46 -2.33 2.18
C: 0.75 -1.09 1.80
C: 1.54 -0.31 0.59
N: 0.96 -0.53 -0.78
C: 2.17 -0.50 -1.74
N: 2.97 -1.65 -1.90
C: 2.76 -2.95 -1.16
C: 2.89 -4.30 -2.10
N: 2.24 -5.48 -1.36
C: 4.14 -1.63 -2.90
O: 3.54 -1.96 -4.21
C: 4.40 -1.54 -5.33
C: 3.73 -0.41 -6.36
C: 4.47 0.18 -7.70
C: 5.97 -0.39 -8.07
C: 6.63 -1.49 -7.04
C: 5.90 -2.10 -5.68
N: 2.50 0.72 -2.56
C: 3.19 1.81 -1.77
C: 4.64 2.29 -2.37
C: 4.51 3.36 -3.64
I: 6.45 3.23 -4.71
C: 1.34 1.22 -3.39
C: -0.16 0.79 -2.81
C: -0.62 -0.53 -3.64
C: -1.85 -1.39 -3.02
C: -3.43 -1.14 -3.42
C: -4.64 -2.07 -2.80
C: -4.23 -3.28 -1.78
C: -2.64 -3.55 -1.34
C: -1.43 -2.63 -1.97
C: 0.02 0.62 -1.19
C: -1.40 0.61 -0.34
C: -2.37 1.92 -0.68
C: -3.82 1.49 -1.30
C: -5.12 2.22 -0.61
F: -5.08 2.19 0.87
F: -5.35 3.56 -1.21
C: -6.45 1.30 -1.06
F: -6.42 0.00 -0.29
F: -6.26 0.88 -2.50
F: -7.73 2.03 -0.87
H: -0.32 -4.84 2.53
H: -1.41 -3.72 3.63
H: -1.10 -3.28 1.81
H: 1.34 -3.64 3.97
H: 0.34 -2.04 4.07
H: 0.71 -0.35 2.72
H: -0.37 -1.26 1.46
H: 1.67 0.81 0.91
H: 2.64 -0.76 0.57
H: 3.63 -3.01 -0.35
H: 1.75 -3.04 -0.58
H: 2.38 -4.13 -3.13
H: 4.03 -4.59 -2.20
H: 1.19 -5.39 -1.41
H: 2.51 -6.34 -1.91
H: 4.94 -2.49 -2.66
H: 4.75 -0.63 -2.88
H: 2.63 -0.01 -6.13
H: 3.88 0.96 -8.36
H: 6.49 0.00 -9.04
H: 7.70 -1.91 -7.29
H: 6.37 -2.90 -4.97
H: 2.53 2.79 -1.64
H: 3.38 1.40 -0.68
H: 5.39 1.44 -2.62
H: 5.15 2.93 -1.50
H: 4.38 4.45 -3.22
H: 3.62 2.98 -4.31
H: 1.35 2.40 -3.43
H: 1.37 0.86 -4.53
H: -0.87 1.70 -3.08
H: -0.97 -0.15 -4.72
H: 0.36 -1.18 -3.85
H: -3.66 -0.27 -4.19
H: -5.75 -1.81 -3.14
H: -5.11 -3.96 -1.36
H: -2.42 -4.45 -0.58
H: -0.29 -2.83 -1.67
H: 0.58 1.60 -0.81
H: -1.08 0.77 0.80
H: -1.97 -0.41 -0.37
H: -2.57 2.52 0.33
H: -1.83 2.70 -1.40
H: -3.78 1.60 -2.47
H: -3.95 0.32 -1.10
C: -5.41 7.74 -3.24
O: -5.92 8.07 -1.97
C: -5.95 6.96 -1.07
C: -5.57 7.39 0.35
O: -4.17 7.67 0.52
C: -3.68 8.87 -0.11
C: -4.21 10.16 0.51
O: -5.56 10.39 0.11
C: -6.33 11.04 1.11
H: -6.12 7.11 -3.78
H: -5.26 8.66 -3.80
H: -4.44 7.23 -3.16
H: -5.27 6.16 -1.40
H: -6.97 6.57 -1.07
H: -5.78 6.55 1.02
H: -6.18 8.22 0.70
H: -3.84 8.83 -1.19
H: -2.60 8.84 0.04
H: -3.62 11.01 0.16
H: -4.12 10.10 1.61
H: -6.23 10.54 2.08
H: -7.38 11.00 0.82
H: -6.02 12.09 1.20
C: 3.55 -4.12 6.16
O: 2.96 -5.37 6.48
C: 3.88 -6.46 6.39
C: 3.63 -7.47 7.51
O: 4.06 -7.03 8.81
C: 3.29 -5.98 9.41
C: 1.88 -6.41 9.83
O: 1.04 -6.51 8.68
C: 0.05 -7.52 8.80
H: 3.77 -4.07 5.10
H: 2.84 -3.33 6.42
H: 4.46 -3.96 6.75
H: 4.92 -6.11 6.44
H: 3.72 -6.94 5.42
H: 4.23 -8.36 7.30
H: 2.60 -7.81 7.54
H: 3.29 -5.09 8.79
H: 3.84 -5.71 10.33
H: 1.45 -5.66 10.49
H: 1.93 -7.37 10.36
H: 0.50 -8.47 9.10
H: -0.42 -7.66 7.82
H: -0.71 -7.22 9.53

***

Density functional theory data (ωB97M-V with the def2-TZVPD basis set) for C44H75Cl56N3O2 as an isolated structure.

Properties
**HOMO-LUMO gap**: 0.30336 Ha
**Max |F|**: 5.16 eV Å⁻¹
**Spin multiplicity**: 1
**Net charge**: 0

Geometry (Å):
N: -0.19 -0.60 3.11
C: 0.87 -0.29 2.85
C: 2.33 0.03 2.48
C: 2.56 0.60 1.03
C: 1.77 1.92 0.68
C: 0.24 1.70 0.32
C: -0.01 0.59 -0.78
C: -0.54 -0.78 -0.21
N: -1.84 -0.66 0.47
C: 2.93 0.92 3.64
C: 4.48 1.08 3.49
N: 5.61 1.16 3.47
O: 2.25 2.16 3.83
C: 2.06 2.47 5.19
O: 2.86 2.29 6.06
C: 0.69 3.16 5.56
C: -0.56 2.41 5.65
C: -1.82 3.09 6.04
C: -1.85 4.53 6.31
C: -0.53 5.39 6.17
C: 0.69 4.65 5.81
H: 2.89 -0.96 2.54
H: 3.66 0.85 0.96
H: 2.35 -0.20 0.27
H: 2.25 2.33 -0.26
H: 1.86 2.73 1.44
H: -0.12 2.69 -0.09
H: -0.37 1.55 1.26
H: -0.82 1.00 -1.46
H: 0.92 0.47 -1.39
H: 0.26 -1.29 0.40
H: -0.71 -1.44 -1.11
H: -1.97 0.24 0.93
H: -1.97 -1.38 1.19
H: 2.81 0.31 4.59
H: -0.56 1.30 5.44
H: -2.78 2.53 6.11
H: -2.77 5.06 6.61
H: -0.52 6.50 6.34
H: 1.67 5.24 5.72
C: 1.40 0.00 -4.71
Cl: 0.45 1.25 -3.90
Cl: 1.23 -1.57 -3.90
H: 1.06 -0.10 -5.73
H: 2.45 0.28 -4.69
C: -4.06 5.63 3.20
Cl: -2.53 5.76 2.33
Cl: -3.82 4.93 4.81
H: -4.49 6.62 3.31
H: -4.74 5.00 2.63
C: 4.99 0.07 -2.33
Cl: 4.28 1.61 -1.80
Cl: 4.36 -0.42 -3.91
H: 6.07 0.18 -2.39
H: 4.74 -0.70 -1.60
C: -2.58 6.14 9.63
Cl: -4.30 6.05 9.23
Cl: -1.57 5.92 8.18
H: -2.37 7.11 10.07
H: -2.35 5.36 10.34
C: 4.05 6.94 3.77
Cl: 2.82 7.59 4.85
Cl: 3.63 5.30 3.33
H: 4.11 7.55 2.88
H: 5.01 6.94 4.28
C: 3.47 -3.22 -6.52
Cl: 5.18 -3.00 -6.13
Cl: 2.75 -1.74 -7.18
H: 3.38 -4.01 -7.26
H: 2.93 -3.50 -5.62
C: 3.61 -5.66 -3.23
Cl: 2.86 -4.15 -2.68
Cl: 2.95 -6.18 -4.78
H: 4.68 -5.50 -3.34
H: 3.43 -6.44 -2.49
C: 1.46 4.61 10.22
Cl: 1.87 5.68 8.88
Cl: -0.15 4.97 10.88
H: 1.48 3.58 9.87
H: 2.20 4.74 11.01
C: 6.53 -0.14 -8.46
Cl: 5.66 0.07 -6.93
Cl: 8.18 -0.72 -8.20
H: 5.99 -0.86 -9.07
H: 6.57 0.82 -8.97
C: -4.95 8.56 6.63
Cl: -5.76 10.03 7.19
Cl: -5.58 8.05 5.05
H: -3.89 8.75 6.54
H: -5.12 7.77 7.35
C: -2.62 -1.04 5.68
Cl: -0.94 -0.64 6.07
Cl: -3.48 0.35 5.01
H: -2.62 -1.84 4.94
H: -3.12 -1.37 6.58
C: 2.09 -10.01 -5.00
Cl: 3.81 -9.62 -5.13
Cl: 1.30 -9.04 -3.75
H: 1.61 -9.82 -5.95
H: 1.99 -11.06 -4.74
C: -6.82 13.78 6.66
Cl: -5.29 13.90 5.78
Cl: -6.58 13.07 8.26
H: -7.24 14.77 6.77
H: -7.50 13.15 6.09
C: -5.09 14.98 2.00
Cl: -6.11 13.79 1.17
Cl: -3.73 15.48 0.98
H: -5.69 15.85 2.24
H: -4.69 14.53 2.91
C: 3.73 -12.22 -1.88
Cl: 2.95 -10.70 -1.40
Cl: 3.11 -12.82 -3.42
H: 4.80 -12.05 -1.97
H: 3.54 -12.96 -1.11
C: 5.14 -4.23 -10.34
Cl: 4.19 -2.98 -9.54
Cl: 4.93 -5.80 -9.55
H: 4.81 -4.32 -11.38
H: 6.19 -3.96 -10.31
C: -6.86 16.71 -1.44
Cl: -7.67 18.18 -0.87
Cl: -7.50 16.20 -3.00
H: -5.80 16.91 -1.53
H: -7.03 15.92 -0.71
C: -6.84 -1.12 5.39
Cl: -5.51 -2.27 5.59
Cl: -7.01 -0.08 6.80
H: -6.65 -0.51 4.52
H: -7.77 -1.68 5.26
C: 4.54 -15.60 -5.71
Cl: 4.63 -17.20 -4.94
Cl: 6.06 -15.19 -6.50
H: 3.74 -15.61 -6.45
H: 4.32 -14.86 -4.94
C: 5.22 -11.91 1.81
Cl: 4.18 -13.12 1.04
Cl: 6.59 -11.50 0.78
H: 4.63 -11.01 1.99
H: 5.59 -12.31 2.75
C: 1.03 -14.83 -0.41
Cl: 2.23 -15.37 -1.59
Cl: -0.34 -15.95 -0.35
H: 1.49 -14.78 0.57
H: 0.66 -13.85 -0.70
C: -9.80 18.82 1.81
Cl: -9.74 18.19 3.46
Cl: -11.45 18.77 1.16
H: -9.45 19.85 1.81
H: -9.16 18.21 1.18
C: -0.28 1.94 -8.10
Cl: 0.98 0.70 -7.97
Cl: -0.31 2.97 -6.67
H: -0.08 2.55 -8.97
H: -1.24 1.45 -8.21
C: -8.19 12.03 -1.21
Cl: -9.44 12.66 -0.13
Cl: -8.55 10.36 -1.69
H: -8.15 12.65 -2.10
H: -7.24 12.05 -0.70
C: 0.65 -16.79 -5.10
Cl: 1.11 -15.79 -6.49
Cl: -0.96 -16.38 -4.51
H: 0.65 -17.84 -5.41
H: 1.37 -16.64 -4.30
C: 3.01 4.08 -9.52
Cl: 3.02 3.47 -7.86
Cl: 1.38 4.13 -10.19
H: 3.42 5.08 -9.52
H: 3.62 3.43 -10.13
C: 4.78 -17.27 0.93
Cl: 5.18 -16.28 -0.47
Cl: 3.19 -16.86 1.59
H: 4.78 -18.31 0.64
H: 5.53 -17.10 1.70
C: -2.65 -13.28 -5.86
Cl: -0.96 -12.96 -5.45
Cl: -3.42 -11.86 -6.56
H: -2.69 -14.10 -6.58
H: -3.18 -13.56 -4.95

***

Number 1: HOMO -10.3 eV. Number 2: HOMO -8.0 eV.